Record 1
{"formula": "C33H38N8O6PS2", "method": "ωB97M-V with the def2-TZVPD basis set", "species": ["S", "S", "P", "O", "O", "O", "O", "O", "O", "N", "N", "N", "N", "N", "N", "N", "N", "C", "C", "C", "C", "C", "C", "C", "C", "C", "C", "C", "C", "C", "C", "C", "C", "C", "C", "C", "C", "C", "C", "C", "C", "C", "C", "C", "C", "C", "C", "C", "C", "C", "H", "H", "H", "H", "H", "H", "H", "H", "H", "H", "H", "H", "H", "H", "H", "H", "H", "H", "H", "H", "H", "H", "H", "H", "H", "H", "H", "H", "H", "H", "H", "H", "H", "H", "H", "H", "H", "H"], "positions_angstrom": [[2.998, 0.188, 4.780], [1.283, 1.073, 2.611], [3.521, -1.613, 3.694], [4.165, 1.250, 4.789], [2.609, 1.529, 1.927], [2.861, -0.263, 6.286], [0.283, 2.277, 2.416], [-1.445, 0.081, 3.669], [3.661, -1.323, 1.982], [2.171, -2.824, 3.821], [8.435, 3.943, 2.098], [1.448, 0.859, 4.336], [1.812, 5.434, -0.581], [-4.731, -4.348, -1.932], [1.485, 4.044, -5.120], [-9.265, -2.657, -2.017], [-0.744, -3.823, 1.511], [-4.289, -3.268, -1.251], [9.114, 3.492, 3.175], [-4.802, -1.991, -1.413], [2.477, 6.093, -1.554], [-10.547, -4.017, 0.064], [2.738, 3.935, -7.180], [7.106, 3.703, 2.076], [-1.656, -4.820, 1.512], [-6.305, -2.899, -3.050], [3.784, 5.814, -1.919], [-1.434, -5.187, -0.832], [8.524, 2.812, 4.229], [-5.730, -4.138, -2.816], [7.153, 2.583, 4.178], [3.931, 4.069, -6.477], [2.487, 4.453, 0.057], [0.535, -0.377, 1.694], [-1.090, -0.692, 2.357], [-11.274, -3.564, -1.032], [-1.079, -1.507, 3.890], [6.426, 3.036, 3.083], [4.454, 4.799, -1.243], [2.660, 4.171, -4.464], [3.895, 4.190, -5.092], [3.795, 4.103, -0.234], [-2.029, -5.525, 0.379], [-0.183, -3.518, 0.321], [-0.493, -4.163, -0.866], [-5.829, -1.807, -2.332], [-10.594, -2.897, -2.038], [1.552, 3.930, -6.464], [-9.176, -3.788, 0.114], [-8.586, -3.108, -0.939], [-3.484, -3.462, -0.548], [-6.070, -5.022, -3.348], [-6.256, -0.820, -2.488], [-0.012, -3.874, -1.794], [1.914, 6.879, -2.050], [-2.142, -1.802, 4.319], [4.290, 3.308, 0.312], [2.541, -3.563, 4.477], [10.180, 3.699, 3.169], [6.584, 4.074, 1.199], [6.655, 2.054, 4.986], [-12.343, -3.726, -1.100], [-1.999, -0.992, 1.546], [-0.114, -1.297, 4.521], [2.193, -3.305, 2.873], [4.880, 4.079, -7.004], [1.929, 3.937, 0.833], [1.047, -1.412, 1.882], [5.480, 4.553, -1.500], [0.595, 3.832, -6.968], [0.548, -2.715, 0.347], [-11.116, -2.526, -2.916], [0.381, -0.217, 0.541], [-8.581, -4.129, 0.954], [4.806, 4.297, -4.515], [-7.520, -2.901, -0.945], [5.357, 2.874, 3.014], [-4.410, -1.160, -0.837], [2.579, 4.259, -3.384], [-2.094, -5.045, 2.480], [-2.765, -6.319, 0.439], [4.269, 6.374, -2.710], [2.733, 3.838, -8.260], [9.119, 2.471, 5.068], [4.590, -0.935, 1.850], [-11.045, -4.546, 0.872], [-1.702, -5.716, -1.742], [-7.104, -2.788, -3.774]], "forces_ev_per_angstrom": [[-0.2, 5.0, 5.1], [0.7, 7.0, -0.7], [1.9, -2.1, -1.0], [-3.3, -3.8, -1.3], [-3.2, -2.6, 1.8], [-0.1, 0.2, -5.2], [2.5, -4.8, 0.8], [1.0, -3.5, -3.9], [0.8, 0.2, 2.0], [1.6, 0.0, -1.3], [-0.3, -0.4, 0.7], [1.8, -1.6, -2.4], [1.0, -0.1, -0.4], [-0.4, 0.9, -0.1], [0.9, 0.0, -0.6], [-0.5, -0.5, 0.8], [-0.2, -0.6, -0.9], [-0.2, -0.8, -0.3], [-0.4, 0.3, -0.8], [-0.3, 0.0, -0.2], [-0.5, -0.3, 0.7], [0.0, 0.0, 0.0], [0.2, 0.0, 0.1], [0.9, 0.1, 0.0], [0.6, 0.7, 0.1], [0.3, 0.2, -0.1], [0.1, 0.0, 0.3], [0.1, -0.1, -0.1], [-0.2, 0.0, -0.1], [0.7, -0.2, 0.5], [0.0, -0.1, 0.1], [0.0, 0.0, 0.0], [-0.8, 0.5, -0.1], [-3.0, -2.2, 0.5], [0.3, -0.6, 4.0], [0.2, -0.1, 0.2], [-1.4, 5.7, -1.5], [0.0, 0.0, 0.1], [0.0, 0.0, 0.1], [-1.0, -0.2, -0.2], [0.0, 0.0, -0.4], [0.3, 0.2, -0.3], [0.2, 0.0, -0.2], [-0.3, -0.1, 0.9], [-0.2, -0.2, 0.0], [0.1, 0.1, -0.1], [0.9, 0.2, -0.1], [-0.1, 0.1, 0.9], [-0.4, 0.0, 0.0], [-0.3, 0.4, -0.6], [-0.1, 0.1, 0.0], [0.0, 0.1, 0.0], [0.0, -0.1, 0.0], [0.0, 0.0, 0.1], [0.1, 0.0, 0.0], [2.8, -0.3, -1.0], [-0.2, 0.0, 0.0], [-0.4, 1.3, -0.8], [0.0, 0.0, 0.0], [0.0, 0.0, 0.1], [-0.1, 0.0, -0.2], [0.1, 0.0, 0.0], [2.6, 1.1, 2.5], [-1.8, -1.4, -1.3], [-0.3, 0.8, 1.3], [-0.1, 0.0, 0.1], [0.1, -0.1, 0.0], [-0.6, 2.3, -0.2], [-0.1, 0.0, 0.0], [0.1, 0.0, 0.0], [-0.1, -0.1, -0.1], [0.0, 0.0, 0.1], [0.7, 0.3, 2.4], [0.0, 0.1, -0.1], [-0.1, 0.0, 0.0], [-0.2, -0.1, 0.2], [0.0, -0.1, 0.1], [0.0, -0.1, 0.0], [0.0, -0.1, -0.2], [0.0, 0.0, -0.1], [0.0, 0.1, 0.0], [-0.1, 0.0, 0.0], [0.0, 0.0, 0.1], [0.0, 0.0, -0.1], [-2.1, -0.7, 0.4], [0.1, 0.1, -0.1], [0.0, 0.1, 0.1], [0.1, 0.0, 0.2]], "charge": -1, "gap_ev": 7.629, "e_homo_ev": -5.72}

Record 2
{"formula": "C3H3I", "method": "ωB97M-V with the def2-TZVPD basis set", "species": ["I", "C", "C", "C", "H", "H", "H"], "positions_angstrom": [[-2.500, 0.122, 0.042], [-0.493, 0.794, 0.066], [1.228, -1.321, 0.069], [0.492, -0.355, 0.031], [-0.501, 1.435, 0.870], [1.886, -2.002, -0.173], [-0.113, 1.326, -0.904]], "forces_ev_per_angstrom": [[-0.2, -0.1, -0.3], [2.4, -2.0, -4.1], [-3.8, 4.7, 0.3], [-0.5, -0.2, 1.4], [0.7, 1.2, 1.9], [3.0, -3.3, -0.7], [-1.6, -0.4, 1.7]], "charge": 0, "gap_ev": 9.898, "e_homo_ev": -9.67, "smiles": "C#CCI"}

Record 3
{"formula": "C2H2Cl3F", "method": "ωB97M-V with the def2-TZVPD basis set", "species": ["Cl", "Cl", "Cl", "F", "C", "C", "H", "H"], "positions_angstrom": [[1.017, 1.884, 0.275], [0.641, -1.264, -1.641], [-1.136, -1.761, 0.129], [1.322, -1.164, 0.745], [-0.254, 0.815, 0.176], [0.281, -0.703, 0.097], [-0.858, 1.055, -0.804], [-1.014, 1.138, 1.022]], "forces_ev_per_angstrom": [[2.5, 1.9, 0.1], [1.5, 1.7, -0.7], [-1.3, -0.3, 2.5], [-0.1, 0.9, 1.5], [-3.2, -1.0, -0.5], [-2.2, -0.5, -3.3], [1.3, -1.1, 1.8], [1.6, -1.7, -1.3]], "charge": 0, "gap_ev": 10.906, "e_homo_ev": -10.24}

Record 4
{"formula": "C26H20Cl5N7O5RuSe", "method": "ωB97M-V with the def2-TZVPD basis set", "species": ["Ru", "Se", "Cl", "Cl", "Cl", "Cl", "Cl", "O", "O", "O", "O", "O", "N", "N", "N", "N", "N", "N", "N", "C", "C", "C", "C", "C", "C", "C", "C", "C", "C", "C", "C", "C", "C", "C", "C", "C", "C", "C", "C", "C", "C", "C", "C", "C", "C", "H", "H", "H", "H", "H", "H", "H", "H", "H", "H", "H", "H", "H", "H", "H", "H", "H", "H", "H", "H"], "positions_angstrom": [[-0.507, -0.610, -0.106], [-2.172, -2.645, -0.111], [0.536, -2.921, -7.043], [0.512, 0.192, -7.029], [0.462, 1.745, -4.311], [0.448, -2.836, -1.635], [0.456, -4.471, -4.329], [-0.091, -1.528, 4.083], [-0.976, -1.003, 2.118], [3.658, -3.989, 3.830], [0.514, 0.021, -1.979], [1.953, -3.027, 4.871], [2.613, -1.734, 0.523], [-4.758, -1.850, 0.870], [-3.630, -2.952, 2.358], [-2.099, 0.700, -1.137], [-2.120, 2.606, 0.245], [1.407, -1.335, 0.922], [-0.169, 1.513, 0.966], [0.528, -0.634, -3.093], [0.515, -2.043, -3.162], [0.818, 1.438, 1.876], [-5.558, -1.974, 1.976], [0.506, -2.755, -4.349], [-5.104, -1.150, -0.353], [2.720, -3.237, 3.823], [-2.958, 0.836, -3.371], [0.525, -2.065, -5.561], [2.391, -2.484, 2.571], [3.239, -2.430, 1.482], [0.531, -0.666, -5.543], [0.805, 2.101, 3.079], [-3.153, 2.205, -3.218], [-2.542, -3.637, 3.038], [-0.274, 2.935, 3.357], [-4.852, -2.664, 2.904], [-2.839, 2.790, -2.013], [-2.315, 2.004, -0.979], [-2.425, 0.138, -2.315], [-0.027, -1.406, 2.859], [-1.246, 3.097, 2.399], [-1.164, 2.362, 1.211], [0.529, 0.031, -4.343], [1.244, -1.775, 2.159], [-3.574, -2.445, 1.114], [-2.068, 3.786, 2.546], [-6.556, -1.575, 2.012], [-5.135, -2.973, 3.894], [-2.593, 3.487, 0.352], [-3.210, 0.325, -4.288], [-4.708, -1.693, -1.207], [-3.534, 2.803, -4.034], [1.614, 1.968, 3.782], [-1.815, -2.913, 3.402], [-4.685, -0.144, -0.344], [1.667, 0.837, 1.596], [4.230, -2.837, 1.372], [-0.334, 3.463, 4.298], [-6.186, -1.087, -0.438], [-2.055, -4.323, 2.351], [1.199, -2.407, 4.688], [-2.961, 3.853, -1.856], [2.946, -1.483, -0.395], [-2.263, -0.930, -2.398], [-2.937, -4.192, 3.884]], "forces_ev_per_angstrom": [[0.6, 1.8, 1.4], [0.6, 0.0, -0.7], [0.0, -0.1, -0.1], [0.0, 0.0, 0.0], [0.0, 0.2, 0.0], [0.2, -0.6, 0.0], [0.0, 0.0, 0.1], [-0.1, -0.1, -0.1], [-0.3, 0.7, -1.6], [0.0, 0.1, 0.0], [-0.9, -0.1, 2.0], [-0.2, 0.0, 0.3], [0.1, 0.0, -0.1], [0.2, -0.2, 0.2], [-0.1, 0.2, -0.3], [0.9, -1.3, 0.3], [-0.1, 0.0, 0.1], [-1.5, 0.0, -0.8], [0.0, -0.8, -0.3], [-0.1, -0.6, -0.9], [0.0, 0.6, 0.0], [0.2, 0.3, 0.2], [-0.1, 0.0, 0.1], [0.0, 0.1, -0.3], [-0.1, 0.2, -0.2], [0.2, 0.0, -0.2], [-0.1, 0.0, 0.1], [0.0, 0.1, 0.2], [-0.2, 0.1, 0.0], [-0.1, 0.0, 0.1], [0.0, -0.1, 0.0], [0.1, -0.1, -0.1], [0.0, 0.0, 0.1], [0.4, -0.1, 0.2], [-0.1, 0.0, -0.1], [-0.2, 0.0, 0.1], [0.0, -0.1, 0.0], [-0.1, 0.0, -0.1], [-0.2, 0.0, -0.4], [0.3, -0.2, 0.1], [0.1, 0.0, 0.1], [0.2, 0.0, 0.0], [-0.1, -0.1, 0.4], [0.3, -0.1, 0.2], [0.1, 0.5, 0.2], [0.0, -0.1, 0.0], [0.0, 0.0, 0.0], [0.1, 0.0, 0.0], [0.0, 0.0, 0.0], [0.1, 0.0, 0.0], [0.0, 0.0, 0.0], [0.0, 0.0, 0.0], [0.0, 0.0, 0.0], [-0.2, 0.0, 0.0], [0.0, 0.0, 0.0], [0.0, -0.1, 0.1], [0.0, 0.0, -0.1], [0.0, 0.0, 0.0], [0.0, 0.0, 0.1], [-0.1, 0.0, 0.0], [0.1, 0.0, -0.1], [0.0, 0.0, 0.0], [0.0, 0.0, -0.1], [0.1, 0.1, 0.1], [-0.1, 0.0, -0.1]], "multiplicity": 2, "s2": 0.7591, "charge": 1, "gap_ev": [5.937, 6.067], "e_homo_ev": [-10.48, -10.48]}

Record 5
{"formula": "C3H9NS2", "method": "ωB97M-V with the def2-TZVPD basis set", "species": ["S", "S", "N", "C", "C", "C", "H", "H", "H", "H", "H", "H", "H", "H", "H"], "positions_angstrom": [[0.235, -0.450, -2.082], [1.030, -2.069, -1.244], [-2.007, 2.832, 1.341], [-1.944, 2.305, 2.625], [-1.165, 1.307, 3.036], [2.261, -1.488, -0.038], [1.873, -1.127, 0.902], [-0.534, -0.057, -1.037], [2.831, -0.655, -0.454], [-1.066, 1.003, 4.061], [-2.490, 3.705, 1.180], [-2.450, 2.904, 3.375], [-0.607, 0.798, 2.250], [2.898, -2.333, 0.215], [-1.273, 2.497, 0.730]], "forces_ev_per_angstrom": [[-0.3, 1.1, 0.1], [0.5, -1.2, 0.8], [0.0, -0.8, 0.4], [0.4, 1.2, 0.6], [0.0, -0.1, -1.1], [0.2, 0.5, -0.2], [-0.7, 0.0, 0.2], [-0.1, 0.0, -0.3], [0.2, -0.3, -0.2], [-0.1, 0.0, 0.1], [0.5, -0.4, -0.1], [-0.4, -0.1, -0.1], [0.2, -0.2, 0.4], [0.1, 0.0, -0.3], [-0.4, 0.6, -0.2]], "charge": 0, "gap_ev": 8.857, "e_homo_ev": -8.27, "smiles": "C=CN.CSS"}

no.,electronic energy (eV),largest force on an atom (Eh/bohr)
1,-89994.60216,0.13901
2,-11257.48908,0.11727
3,-42389.67069,0.07763
4,-178490.96043,0.04624
5,-26416.60283,0.02903